A single C3H7NO molecule. Source: the OMol25 dataset; level of theory: the ωB97M-V functional and the def2-TZVPD basis.

The value obtained for the HOMO energy is -9.147 eV. The HOMO-LUMO gap is 10.16 eV. The relative energy (zero: lowest compared OMol25 entry of this formula, charge and spin) is 4.1854 eV. The value obtained for the LUMO energy is 1.01 eV.

```
12
Properties=species:S:1:pos:R:3:forces:R:3
O -1.5904 -0.8987 -0.1308 -0.03 -0.11 -0.08
C -1.1556 0.3718 -0.5285 0.03 0.35 -0.12
C 0.3702 0.4938 -0.3651 -0.18 0.30 0.35
C 0.8670 0.0529 0.9197 -0.58 0.78 0.54
N 1.0637 -0.7631 -0.4975 -0.12 -0.43 0.50
H -0.8739 -1.4904 -0.4255 -0.03 -0.05 0.14
H -1.6243 1.1169 0.1280 0.05 -0.11 -0.15
H -1.4713 0.6007 -1.5588 0.23 -0.08 0.11
H 0.7991 1.4106 -0.7763 0.05 -0.21 -0.14
H 0.1795 -0.4167 1.6084 0.00 0.05 0.08
H 1.7534 0.5640 1.3024 -0.17 -0.34 -0.02
H 1.6826 -1.0418 0.3242 0.75 -0.14 -1.19
```
Forces are in eV/Å.

***

A single HNO2S2 molecule. Source: the OMol25 dataset; level of theory: the ωB97M-V functional and the def2-TZVPD basis.

The value obtained for the HOMO energy is -10.212 eV. The HOMO-LUMO gap is 9.45 eV. The relative energy (zero: lowest compared OMol25 entry of this formula, charge and spin) is 0.8031 eV. The value obtained for the LUMO energy is -0.77 eV.

```
6
Properties=species:S:1:pos:R:3:forces:R:3
N -0.8708 0.3308 0.0711 0.77 1.89 -2.16
O -0.5599 -1.3670 1.7709 1.23 -0.14 -1.10
O 1.0376 -1.3386 -0.2036 1.80 -1.14 -0.42
S -0.1740 1.2999 -1.4676 -3.14 -3.38 0.14
S -0.0276 -0.8291 0.5411 -2.99 0.80 1.52
H 0.5947 1.9039 -0.7119 2.33 1.97 2.02
```
Forces are in eV/Å.